Entry 1:
Density functional theory data (ωB97M-V/def2-TZVPD) for C14H25Cl3O2Pd as an isolated structure at a distorted geometry.

Its charge is -2. As for the lowest unoccupied orbital energy (spin up / spin down): 0.19844 / 0.13270 hartree. The spin multiplicity is 5. The expectation value of S² is 6.02. The value obtained for the HOMO energy (spin up / spin down) is -0.679 / -1.295 eV. Its gap between HOMO and LUMO (spin up / spin down) is 6.08 / 4.91 eV. The value obtained for the energy above the lowest of the compared OMol25 structures with the same formula, charge and spin is 33.2 kJ/mol.

Each line ends with the Mulliken spin population.
Cartesian coordinates (Å):
C1 -1.187 1.021 -1.462  0.265
C2 -2.125 1.443 -0.413  0.226
C3 -2.766 0.296 0.113  0.159
C4 -2.312 2.810 0.045  0.070
C5 -2.287 -0.866 -0.574  0.042
C6 -1.309 -0.455 -1.563  0.306
C7 -0.953 -1.229 -2.779  0.007
C8 -0.751 1.920 -2.558  0.023
C9 -3.879 0.313 1.103  0.011
C10 -2.687 -2.266 -0.294  -0.039
Pd1 0.465 0.061 -0.323  1.369
Cl1 -1.353 2.890 2.669  0.097
Cl2 1.423 2.306 -0.358  0.279
Cl3 -0.312 -0.458 1.889  0.321
H1 -1.702 3.496 -0.560  -0.005
H2 -1.874 2.876 1.176  0.036
H3 -3.382 3.086 0.073  0.019
H4 -3.629 1.040 1.888  0.004
H5 -4.014 -0.679 1.563  0.002
H6 -4.843 0.614 0.640  0.013
H7 -2.502 -2.490 0.774  0.009
H8 -2.074 -2.924 -0.921  -0.002
H9 -3.746 -2.428 -0.526  0.014
H10 -1.023 -2.311 -2.555  0.009
H11 0.085 -0.927 -3.015  0.003
H12 -1.639 -0.985 -3.613  0.014
H13 -0.243 2.776 -2.080  0.000
H14 -1.612 2.307 -3.134  0.005
H15 -0.058 1.394 -3.232  0.003
O1 1.530 -0.102 -2.004  0.393
H16 2.278 -0.514 -1.502  -0.026
C11 3.330 -1.917 2.463  0.009
C12 3.106 -0.988 1.267  -0.021
C13 2.906 0.392 1.944  -0.007
C14 4.371 -1.003 0.404  0.024
O2 2.093 -1.350 0.383  0.357
H17 4.262 -1.625 2.989  -0.002
H18 3.419 -2.956 2.146  -0.002
H19 2.506 -1.813 3.161  0.001
H20 3.790 0.682 2.574  0.000
H21 2.682 1.185 1.196  0.008
H22 1.965 0.387 2.537  0.003
H23 4.522 -1.978 -0.090  0.000
H24 4.236 -0.272 -0.392  0.002
H25 5.293 -0.757 0.953  -0.001

Entry 2:
Density functional theory data (ωB97M-V/def2-TZVPD) for C11H43BN15O8Pb as an isolated structure at a distorted geometry.

Its charge is +1. As for the lowest unoccupied orbital energy: -0.25699 hartree. The value obtained for the HOMO energy is -8.294 eV. Its gap between HOMO and LUMO is 1.30 eV.

Each line ends with the Mulliken charge.
Cartesian coordinates (Å):
Pb1 7.581 9.954 15.195  0.861
B1 9.743 9.508 13.974  0.425
H1 10.133 10.617 14.552  -0.151
H2 9.177 9.797 12.841  -0.333
H3 12.273 2.629 18.313  -0.021
H4 11.107 10.867 10.217  -0.020
C1 11.969 8.742 6.819  -1.450
C2 10.801 8.467 7.726  1.223
C3 9.830 9.600 7.950  -1.087
O1 9.020 9.211 8.997  -0.087
C4 8.007 10.157 9.333  -0.552
N1 9.937 7.365 7.161  -0.767
H5 11.746 8.994 5.781  0.338
H6 12.513 7.788 6.809  0.347
H7 12.597 9.600 7.191  0.323
H8 11.163 8.188 8.686  -0.154
H9 9.133 9.845 7.078  0.333
H10 10.376 10.499 8.189  0.360
H11 7.488 9.637 10.108  0.135
H12 7.293 10.481 8.551  0.301
H13 8.485 11.013 9.885  0.167
H14 10.310 6.434 7.389  0.283
H15 8.964 7.427 7.506  0.240
C5 10.709 13.067 11.329  0.239
O2 9.625 13.435 10.964  -0.557
N2 10.749 12.271 12.462  -0.286
N3 11.929 13.631 10.991  -0.320
H16 11.538 11.639 12.420  0.325
H17 9.883 11.695 12.471  0.199
H18 12.737 13.123 11.251  0.195
H19 11.943 14.363 10.358  0.223
C6 5.884 7.180 14.186  0.491
O3 6.258 8.321 13.871  -0.616
N4 4.832 7.066 15.076  -0.450
N5 6.510 6.089 13.801  -0.394
H20 4.214 6.270 15.087  0.250
H21 4.392 7.954 15.046  0.275
H22 7.138 6.183 12.982  0.262
H23 6.191 5.191 14.089  0.207
C7 8.692 11.861 17.582  0.714
O4 7.567 11.652 17.118  -0.751
N6 9.419 12.877 17.051  -0.382
N7 9.132 11.085 18.657  -0.348
H24 9.011 13.320 16.225  0.266
H25 10.413 12.838 17.168  0.224
H26 10.015 11.162 19.135  0.181
H27 8.510 10.390 19.008  0.209
C8 5.272 11.590 13.199  0.581
O5 6.451 11.585 13.658  -0.557
N8 4.706 12.756 12.992  -0.398
N9 4.566 10.455 12.979  -0.292
H28 3.800 12.835 12.638  0.164
H29 5.147 13.546 13.488  0.267
H30 5.120 9.628 12.874  0.196
H31 3.784 10.637 12.352  0.217
C9 10.950 6.136 11.473  0.581
O6 11.316 5.089 10.945  -0.675
N10 11.767 6.844 12.368  -0.259
N11 9.827 6.869 11.256  0.002
H32 12.481 6.477 12.938  0.269
H33 11.478 7.768 12.699  -0.078
H34 9.949 7.830 11.484  -0.185
H35 9.400 6.709 10.342  0.248
C10 11.031 6.414 15.761  0.338
O7 12.242 6.450 15.625  -0.650
N12 10.159 6.106 14.823  -0.096
N13 10.376 6.849 16.858  -0.275
H36 9.190 6.080 15.110  0.071
H37 10.436 5.463 14.070  0.269
H38 11.046 7.357 17.413  0.205
H39 9.409 7.218 16.817  0.268
C11 7.290 6.961 18.336  0.391
O8 7.800 7.574 17.363  -0.559
N14 6.201 7.489 19.002  -0.451
N15 7.832 5.705 18.637  -0.396
H40 5.822 8.245 18.428  0.218
H41 5.537 6.918 19.525  0.250
H42 8.718 5.490 18.232  0.252
H43 7.613 5.230 19.499  0.215

Entry 3:
Density functional theory data (ωB97M-V/def2-TZVPD) for C27H32AsN2O3S2W as an isolated structure at a distorted geometry.

Its charge is +3. As for the lowest unoccupied orbital energy (spin up / spin down): -0.41966 / -0.41973 hartree. The value obtained for the HOMO energy (spin up / spin down) is -16.898 / -16.898 eV. Its gap between HOMO and LUMO (spin up / spin down) is 5.48 / 5.48 eV. The value obtained for the energy above the lowest of the compared OMol25 structures with the same formula, charge and spin is 223.1 kJ/mol.

Each line ends with the Mulliken charge.
Cartesian coordinates (Å):
W1 0.704 0.798 0.981  1.144
C1 3.544 3.755 -0.881  -1.672
C2 3.602 2.349 -0.287  0.446
C3 3.449 1.305 -1.405  -1.211
C4 2.595 2.162 0.846  1.204
C5 1.536 3.066 1.089  -0.639
C6 0.588 2.868 2.119  -0.782
C7 0.812 1.872 3.123  0.220
C8 -0.032 1.839 4.358  -1.714
C9 1.984 1.097 2.998  -0.600
C10 2.793 1.150 1.839  -0.795
H1 4.359 3.868 -1.592  0.448
H2 3.673 4.519 -0.112  0.456
H3 2.607 3.928 -1.416  0.296
H4 4.588 2.200 0.159  0.499
H5 2.460 1.366 -1.860  0.116
H6 3.629 0.291 -1.052  0.242
H7 4.186 1.519 -2.178  0.551
H8 1.423 3.937 0.457  0.511
H9 -0.159 3.631 2.300  0.657
H10 0.337 2.589 5.062  0.382
H11 0.017 0.871 4.853  0.424
H12 -1.072 2.082 4.145  0.409
H13 2.257 0.422 3.800  0.500
H14 3.700 0.560 1.806  0.685
N1 -1.125 -0.017 1.043  -0.226
C11 -2.084 -0.666 1.061  1.301
C12 -3.221 -1.470 1.006  -0.026
C13 -3.442 -2.194 -0.186  -0.297
C14 -4.538 -3.023 -0.271  -0.804
C15 -5.408 -3.142 0.812  -0.378
C16 -5.196 -2.419 1.982  -0.725
C17 -4.108 -1.580 2.092  -0.455
H15 -2.741 -2.091 -1.004  0.521
H16 -4.731 -3.573 -1.182  0.449
H17 -6.262 -3.803 0.741  0.447
H18 -5.890 -2.501 2.807  0.444
H19 -3.931 -1.017 2.998  0.507
O1 1.099 -1.155 1.925  -0.728
C18 1.352 -1.717 0.809  0.969
N2 1.340 -0.836 -0.204  -0.436
S1 0.959 -1.393 -1.820  0.260
O2 0.581 -2.931 -1.499  -0.284
O3 -0.332 -0.780 -2.071  -0.419
C19 1.311 -3.692 -0.593  0.420
C20 1.598 -5.007 -0.874  -0.570
C21 2.240 -5.771 0.095  -0.473
C22 2.559 -5.228 1.334  -0.810
C23 2.260 -3.908 1.613  -0.645
C24 1.644 -3.121 0.637  0.370
H20 1.305 -5.430 -1.826  0.531
H21 2.488 -6.799 -0.131  0.451
H22 3.036 -5.837 2.089  0.461
H23 2.528 -3.476 2.568  0.509
C25 -2.640 0.506 -3.375  -0.948
As1 -1.623 1.975 -2.623  0.843
C26 -0.497 2.656 -4.035  -1.122
C27 -2.933 3.334 -2.214  -1.064
S2 -0.243 2.141 -0.908  -0.433
H24 -2.920 0.856 -4.371  0.473
H25 -3.536 0.330 -2.783  0.392
H26 -2.052 -0.397 -3.455  0.272
H27 -1.132 2.999 -4.853  0.463
H28 0.167 1.873 -4.397  0.397
H29 0.085 3.494 -3.658  0.374
H30 -3.493 3.560 -3.122  0.439
H31 -2.436 4.234 -1.859  0.408
H32 -3.619 2.975 -1.448  0.367

Entry 4:
Density functional theory data (ωB97M-V/def2-TZVPD) for C12H14N5PtS2Se as an isolated structure.

Its charge is +1. As for the lowest unoccupied orbital energy (spin up / spin down): -0.21528 / -0.22012 hartree. The value obtained for the HOMO energy (spin up / spin down) is -11.358 / -11.369 eV. Its gap between HOMO and LUMO (spin up / spin down) is 5.50 / 5.38 eV. The value obtained for the energy above the lowest of the compared OMol25 structures with the same formula, charge and spin is 122.8 kJ/mol.

Each line ends with the Mulliken charge.
Cartesian coordinates (Å):
Pt1 0.867 1.022 -1.810  0.997
S1 -0.544 -0.447 -2.625  -0.314
C1 -1.789 0.340 -3.464  0.689
C2 -2.813 -0.367 -4.141  -0.607
C3 -3.780 0.347 -4.778  -0.472
C4 -3.786 1.774 -4.760  -0.529
C5 -2.822 2.468 -4.102  -0.548
C6 -1.793 1.738 -3.443  0.515
S2 -0.561 2.497 -2.583  -0.121
H1 -2.813 -1.449 -4.152  0.403
H2 -4.565 -0.174 -5.308  0.383
H3 -4.572 2.306 -5.278  0.387
H4 -2.816 3.549 -4.075  0.408
Se1 5.639 0.690 -2.328  -0.034
C7 3.948 0.720 -1.992  0.366
N1 2.788 0.732 -1.732  -0.766
C8 1.710 -2.480 3.021  -1.438
C9 1.212 -1.436 4.014  0.817
C10 -0.299 -1.518 4.200  -1.457
C11 1.671 -0.031 3.634  -1.173
N2 1.153 0.402 2.323  0.546
C12 1.660 0.259 1.111  0.129
N3 0.792 0.781 0.268  -0.225
N4 -0.252 1.250 0.988  -0.280
N5 -0.037 1.023 2.221  -0.469
H5 1.481 -3.483 3.378  0.416
H6 2.790 -2.424 2.871  0.360
H7 1.218 -2.373 2.050  0.303
H8 1.692 -1.621 4.979  0.302
H9 -0.826 -1.387 3.252  0.306
H10 -0.667 -0.760 4.892  0.371
H11 -0.575 -2.495 4.594  0.429
H12 2.757 0.027 3.568  0.464
H13 1.325 0.716 4.345  0.352
H14 2.605 -0.194 0.864  0.488